1.
C37H34GeN2O5OsPS2 | ωB97M-V with the def2-TZVPD basis set

```
! wB97M-V def2-TZVPD RIJCOSX def2/J DEFGRID3
* xyz -1 5
Os -1.90849 0.93181 -0.74021
O -2.57786 4.62971 -3.33524
C -2.12386 3.61003 -2.86465
O -2.08693 3.32532 -1.58964
C -1.43766 2.57407 -3.73916
P -0.54543 1.60771 -2.45813
C 0.28803 0.23181 -3.33985
C 0.42691 -1.01718 -2.76085
C 1.13581 -2.03800 -3.41256
C 1.71386 -1.80726 -4.63974
C 1.54665 -0.55284 -5.23206
C 0.83179 0.43627 -4.60701
C 0.82227 2.74065 -2.03405
C 0.70474 3.70739 -1.00112
C 1.78610 4.51408 -0.65672
C 2.96229 4.45054 -1.37519
C 3.07473 3.53989 -2.38315
C 2.03200 2.67742 -2.69098
H -0.77096 3.12897 -4.40919
H -2.16302 1.99271 -4.29472
H 0.00255 -1.22659 -1.78857
H 1.20274 -2.97446 -2.90022
H 2.31732 -2.54767 -5.16940
H 1.95100 -0.35100 -6.21764
H 0.65534 1.38066 -5.12281
H -0.24691 3.86262 -0.53077
H 1.64577 5.27381 0.13741
H 3.82884 5.06463 -1.15497
H 3.98862 3.43575 -2.91848
H 2.21435 1.94131 -3.46076
O -5.55744 0.64549 0.23933
S -4.87822 1.54133 -0.66840
O -3.71929 2.12733 0.05950
O -5.70966 2.50730 -1.36652
S -3.95179 0.40023 -2.11059
C -0.26175 0.94477 0.48884
Ge 0.83864 -0.46955 1.17332
C -0.05548 -2.23428 1.24772
C -0.77768 -2.58409 2.37477
C -1.45156 -3.78861 2.40546
C -1.34849 -4.68540 1.32422
C -0.56307 -4.35596 0.24048
C 0.09093 -3.13835 0.19118
C 1.28374 -0.16035 3.07789
C 0.68708 0.85868 3.84594
C 0.90809 0.93584 5.20738
C 1.67861 -0.03196 5.84832
C 2.27089 -1.05030 5.08238
C 2.07705 -1.09213 3.70784
C 2.51671 -0.81032 0.17084
C 3.08103 0.21099 -0.59164
C 4.25198 0.01139 -1.32441
C 4.92278 -1.21060 -1.23838
C 4.41736 -2.22994 -0.41189
C 3.22051 -2.02102 0.26346
H 0.04994 1.94393 0.80612
H -0.87746 -1.92228 3.22963
H -2.02849 -4.00734 3.29082
H -1.85638 -5.64183 1.35524
H -0.50444 -4.99050 -0.65335
H 0.67325 -2.87156 -0.69463
H 0.06172 1.63614 3.36686
H 0.41742 1.69939 5.77215
H 1.80054 -0.06208 6.92377
H 2.82713 -1.83657 5.53730
H 2.47700 -1.94149 3.14486
H 2.56930 1.17778 -0.63902
H 4.63536 0.83396 -1.91265
H 5.87182 -1.33330 -1.77185
H 4.92695 -3.16692 -0.22632
H 2.84739 -2.79000 0.92982
C -4.78105 -0.42987 3.89780
N -4.05088 -0.72829 2.68027
C -4.28874 -1.80119 1.86432
C -3.57689 -1.57917 0.72457
N -2.93063 -0.38293 0.83366
C -3.19002 0.07898 2.03502
H -4.54422 -1.20196 4.67607
H -5.85477 -0.40714 3.70133
H -4.49272 0.56028 4.23418
H -4.98838 -2.57847 2.09430
H -3.56671 -2.14365 -0.18784
H -2.86759 1.02343 2.44097
*
```

The orbital gap (spin up / spin down) comes out at 6.74 / 6.85 eV. The expectation value of S² is 6.02.

Mulliken charges, unit e, in atom order: 0.99 -0.75 0.32 -0.72 -0.77 1.49 0.41 0.35 -0.56 -0.84 -0.51 -0.61 0.53 -0.84 -0.70 -0.66 -0.39 -0.51 0.47 0.54 -0.30 0.51 0.36 0.40 0.36 0.68 0.38 0.36 0.48 0.26 -0.65 1.14 -0.60 -0.69 -0.56 -1.28 1.64 0.56 -0.19 -0.52 -0.82 -0.79 0.04 -0.34 -0.27 -0.69 -0.47 -0.77 -0.02 0.07 -0.05 -0.52 -0.57 -0.77 -0.12 0.53 0.32 0.43 0.38 0.36 0.02 0.25 0.42 0.37 0.43 0.21 0.19 0.46 0.35 0.41 0.22 -1.02 0.49 -1.10 -0.55 0.68 -0.66 0.31 0.34 0.33 0.55 0.39 0.39

2.
C2H4OS2 | ωB97M-V with the def2-TZVPD basis set

```
! wB97M-V def2-TZVPD RIJCOSX def2/J DEFGRID3
* xyz 0 1
C -0.51132 -0.46160 0.61662
C 1.06050 0.93852 -0.86563
O -0.04933 -1.71750 0.72934
S -2.22020 0.10448 0.31206
S -1.04027 0.28922 2.07155
H 0.19673 1.71325 -0.85227
H 0.86466 0.39860 -1.74752
H 1.92175 0.97950 -0.19345
H -0.22253 -2.24447 -0.07069
*
```

The orbital gap (spin up / spin down) comes out at 7.55 / 7.56 eV.

Mulliken charges, unit e, in atom order: 0.20 -0.76 -0.38 -0.15 -0.13 0.23 0.32 0.31 0.35

Values of energy relative to the best compared isomer or geometry (same formula, charge and spin), in order: 0.00, 101.50, all in kcal/mol.
Values of E_tot, in order: -142081.193, -25852.094, all in eV.